one) Computed, not measured: an isolated molecule of C4H8N2O3, with ωB97M-V/def2-TZVPD.

Each line ends with the Löwdin charge.
Geometry (Å):
C 1.866 -0.641 0.146  -0.264
C -0.565 -0.947 0.534  -0.085
C -0.614 0.396 -0.124  -0.421
C -1.835 1.195 0.194  -0.036
N 1.717 0.632 0.163  -0.112
N -0.855 -1.992 -0.407  0.073
O 2.695 -1.555 0.012  0.018
O 0.433 1.243 0.360  -0.017
O 2.580 1.617 -0.397  0.058
H -0.756 -0.989 1.596  0.119
H -0.616 0.191 -1.262  0.172
H -1.865 1.347 1.206  0.056
H -2.833 0.777 -0.197  0.130
H -1.747 2.068 -0.373  0.065
H -0.909 -2.846 -0.008  0.035
H -0.189 -1.810 -1.159  0.095
H 3.493 1.315 -0.284  0.114

Its frontier orbital gap (spin up / spin down) is 0.2822 / 0.3025 hartree. As for the charge: 0. For the highest occupied orbital energy (spin up / spin down), the calculation gives -7.24 / -7.53 eV.

---

two) Computed, not measured: an isolated molecule of C4H8N2O3, with ωB97M-V/def2-TZVPD.

Each line ends with the Löwdin charge.
Geometry (Å):
C 1.561 1.180 -0.736  -0.022
C 0.794 0.476 0.361  -0.311
O -0.413 1.197 0.754  -0.024
N -1.578 0.569 0.214  -0.143
O -2.729 1.237 0.215  0.115
C -1.331 -0.611 -0.341  -0.354
O -2.152 -1.322 -0.897  0.055
C 0.304 -0.932 -0.083  -0.248
N 0.546 -1.864 0.918  0.043
H 1.963 2.179 -0.336  0.115
H 0.872 1.153 -1.699  0.142
H 2.374 0.612 -0.881  0.025
H 1.219 0.264 1.340  0.142
H -2.776 1.580 -0.699  0.143
H 0.891 -1.400 -0.867  0.147
H 0.255 -2.789 0.897  0.062
H 0.200 -1.529 1.841  0.112

Its frontier orbital gap is 0.3545 hartree. As for the charge: 0. As for the SMILES: C[C@H]1ON(O)C(=O)[C@@H]1N. For the highest occupied orbital energy, the calculation gives -8.97 eV.

---

three) Computed, not measured: an isolated molecule of C4H8N2O3, with ωB97M-V/def2-TZVPD.

Each line ends with the Löwdin charge.
Geometry (Å):
C 2.651 -0.216 0.176  -0.096
C 1.270 -0.798 -0.089  -0.156
C 0.161 0.218 0.158  -0.422
O 0.394 1.394 0.425  0.058
N -1.025 -0.392 0.505  0.002
O -1.222 -1.734 0.299  0.003
C -2.094 0.417 -0.285  -0.448
N -2.103 1.741 -0.179  0.199
O -3.028 -0.273 -0.654  0.063
H 2.843 0.627 -0.482  0.075
H 2.728 0.127 1.205  0.079
H 3.414 -0.978 0.031  0.073
H 1.141 -1.687 0.532  0.117
H 1.159 -1.148 -1.117  0.125
H -2.127 -1.762 -0.112  0.109
H -1.221 2.213 0.004  0.092
H -2.938 2.250 -0.418  0.128

Its frontier orbital gap is 0.3853 hartree. As for the charge: 0. As for the SMILES: CCC(=O)N(O)C(N)=O. For the highest occupied orbital energy, the calculation gives -9.77 eV.

---

The structure with the greatest stability is three).

---

one) Computed, not measured: an isolated molecule of C4H8N2O3, with ωB97M-V/def2-TZVPD.

Each line ends with the Löwdin charge.
Geometry (Å):
O 0.327 1.622 0.071  0.003
C 1.095 0.606 -0.146  -0.416
N 2.480 0.567 0.044  0.030
O 2.737 -0.933 0.186  -0.143
O 0.393 -0.602 -0.452  -0.075
C -0.932 -0.965 -0.250  -0.303
C -1.763 -0.623 1.049  -0.148
N -2.646 0.490 0.348  -0.057
C -2.085 0.016 -0.970  -0.148
H 2.971 1.082 0.960  0.230
H 3.587 -1.012 -0.585  0.214
H -0.612 -2.114 -0.168  0.181
H -0.915 -0.329 1.937  0.164
H -2.373 -1.633 1.155  0.124
H -2.770 1.357 0.813  0.072
H -2.825 -0.546 -1.718  0.114
H -1.451 0.893 -1.665  0.159

Its frontier orbital gap is 0.3275 hartree. As for the charge: 0. As for the SMILES: O=C(NO)OC1CNC1. For the highest occupied orbital energy, the calculation gives -8.56 eV.

---

two) Computed, not measured: an isolated molecule of C4H8N2O3, with ωB97M-V/def2-TZVPD.

Each line ends with the Löwdin charge.
Geometry (Å):
C 0.780 1.474 -0.753  -0.066
C 0.285 0.691 0.418  -0.245
N 1.207 -0.408 0.763  0.111
C 0.656 -1.672 0.735  -0.602
O 1.175 -2.713 1.066  0.062
N -0.651 -1.540 0.421  0.159
C -1.035 -0.129 0.049  -0.523
O -2.140 0.161 0.785  0.076
O -1.280 -0.172 -1.368  0.013
H 1.677 0.932 -1.269  0.124
H 1.178 2.551 -0.567  0.111
H 0.036 1.574 -1.454  0.028
H 0.049 1.359 1.300  0.161
H 2.123 -0.326 1.180  0.150
H -1.115 -2.297 -0.167  0.192
H -2.502 1.052 0.555  0.143
H -0.443 -0.538 -1.695  0.108

Its frontier orbital gap is 0.3790 hartree. As for the charge: 0. As for the SMILES: C[C@@H]1NC(=O)NC1(O)O. For the highest occupied orbital energy, the calculation gives -9.82 eV.

---

three) Computed, not measured: a cluster of 3 separate species, C4H8N2O3 in total, with ωB97M-V/def2-TZVPD.

Each line ends with the Löwdin charge.
Geometry (Å):
C -0.663 -1.449 -0.896  -0.062
C 2.443 -0.222 0.995  -0.227
N -0.589 -0.032 -0.646  0.065
C -2.607 0.634 -0.300  -0.296
N 1.813 -0.105 -0.298  -0.036
C -0.095 0.796 0.119  -0.405
O -2.849 1.850 0.214  0.122
O -3.465 -0.122 -0.638  0.121
O -0.047 1.851 0.667  0.108
H -2.008 2.272 0.472  0.093
H 2.211 0.688 -0.804  0.049
H -0.492 -2.011 0.022  0.096
H 0.091 -1.713 -1.635  0.085
H -1.653 -1.673 -1.299  0.082
H 2.160 -1.161 1.479  0.063
H 2.208 0.616 1.670  0.064
H 3.541 -0.220 0.878  0.076

Its frontier orbital gap (spin up / spin down) is 0.2485 / 0.3116 hartree. As for the charge: 0. For the highest occupied orbital energy (spin up / spin down), the calculation gives -7.68 / -8.92 eV.

---

The structure with the greatest stability is two).

---

one) Computed, not measured: an isolated molecule of CH4O2S, with ωB97M-V/def2-TZVPD.

Each line ends with the Löwdin charge.
Geometry (Å):
O 0.508 -1.200 0.338  -0.049
C -0.607 -0.458 -0.026  -0.436
O -0.589 0.882 0.262  -0.525
S 0.848 1.848 0.058  0.822
H 0.825 -0.883 1.201  0.098
H -1.439 -0.898 0.400  0.094
H -0.833 -0.580 -1.214  0.168
H 1.287 1.289 -1.018  -0.170

Its frontier orbital gap is 0.3570 hartree. As for the charge: 0. As for the SMILES: OCOS. For the highest occupied orbital energy, the calculation gives -9.38 eV.

---

two) Computed, not measured: a cluster of 2 separate species, CH4O2S in total, with ωB97M-V/def2-TZVPD.

Each line ends with the Löwdin charge.
Geometry (Å):
O -2.198 1.546 0.265  0.080
C -1.821 0.442 -0.030  -0.438
O -1.111 -0.455 0.588  -0.006
H -2.044 -0.041 -0.939  0.123
H -0.803 -0.136 1.447  0.089
S 1.701 -0.377 0.378  0.556
H 0.934 -1.003 1.327  -0.175
H 1.596 -1.443 -0.356  -0.229

Its frontier orbital gap is 0.3788 hartree. As for the charge: 0. As for the SMILES: O=CO.S. For the highest occupied orbital energy, the calculation gives -9.80 eV.

---

three) Computed, not measured: a cluster of 2 separate species, CH4O2S in total, with ωB97M-V/def2-TZVPD.

Each line ends with the Löwdin charge.
Geometry (Å):
O 1.382 -1.600 2.987  0.058
C 0.956 -2.699 3.241  -0.395
O 0.951 -3.707 2.375  0.085
H 0.554 -2.898 4.197  0.123
H 1.237 -3.314 1.529  0.129
S -1.462 4.291 -4.365  0.461
H -1.395 4.537 -5.678  -0.231
H -2.222 5.390 -4.286  -0.230

Its frontier orbital gap is 0.3913 hartree. As for the charge: 0. As for the SMILES: O=CO.S. For the highest occupied orbital energy, the calculation gives -9.80 eV.

---

The structure with the greatest stability is three).

---

one) Computed, not measured: a structure of composition C19H25CoF6N5SSb, with ωB97M-V/def2-TZVPD.

Each line ends with the Löwdin spin population.
Geometry (Å):
Co -0.351 0.322 0.190  2.807
C 1.432 -5.311 -1.132  0.004
C 1.517 -4.506 0.152  0.011
N 2.088 -3.187 -0.113  0.076
C 1.554 -2.024 0.196  0.032
S 0.212 -1.812 1.187  0.137
N 2.301 -0.968 -0.345  0.446
N 1.707 0.194 -0.223  0.052
C 2.421 1.262 -0.501  0.201
C 3.849 1.228 -0.900  0.023
C 1.703 2.529 -0.330  0.005
C 2.376 3.741 -0.351  0.051
C 1.654 4.911 -0.154  -0.003
C 0.294 4.822 0.045  0.050
C -0.313 3.567 0.053  0.017
N 0.370 2.443 -0.127  0.093
H 0.996 -6.285 -0.916  0.000
H 2.421 -5.478 -1.563  0.000
H 0.800 -4.806 -1.861  0.000
H 2.153 -5.004 0.888  0.005
H 0.537 -4.353 0.598  0.002
H 2.920 -3.147 -0.689  0.000
H 4.137 0.234 -1.224  0.001
H 4.475 1.504 -0.046  0.009
H 4.036 1.948 -1.695  0.005
H 3.444 3.773 -0.510  0.003
H 2.155 5.870 -0.158  -0.001
H -0.314 5.703 0.197  0.003
H -1.386 3.491 0.198  0.006
C -4.997 3.515 0.004  0.000
N -3.718 3.247 -0.633  0.001
C -3.661 3.829 -1.965  0.000
C -3.379 1.830 -0.694  0.018
C -3.202 1.212 0.675  0.121
C -4.297 0.646 1.328  0.026
C -4.182 0.122 2.606  0.068
C -2.965 0.126 3.282  0.031
C -1.847 0.656 2.662  0.123
C -1.981 1.041 1.329  0.499
H -5.194 4.586 -0.034  0.000
H -4.977 3.219 1.052  0.000
H -5.835 2.999 -0.489  0.000
H -4.389 3.385 -2.658  0.000
H -2.666 3.685 -2.393  0.000
H -3.859 4.900 -1.906  0.000
H -2.445 1.745 -1.256  0.002
H -4.120 1.237 -1.247  0.001
H -5.251 0.620 0.816  0.004
H -5.062 -0.272 3.097  0.004
H -2.890 -0.272 4.285  0.003
H -0.892 0.667 3.173  0.012
F -1.178 -0.546 -1.395  0.044
Sb -2.566 -1.996 -1.697  0.002
F -2.080 -1.802 -3.492  0.001
F -3.853 -0.637 -1.902  0.001
F -3.800 -3.373 -1.900  0.000
F -2.789 -1.828 0.174  0.002
F -1.142 -3.207 -1.425  0.002

Its frontier orbital gap (spin up / spin down) is 0.2603 / 0.1877 hartree. As for the charge: +1. The spin multiplicity is 6. For the highest occupied orbital energy (spin up / spin down), the calculation gives -11.24 / -11.24 eV.

---

two) Computed, not measured: a structure of composition C19H25CoF6N5SSb, with ωB97M-V/def2-TZVPD.

Each line ends with the Löwdin spin population.
Geometry (Å):
Co 1.186 -0.256 0.100  2.737
C -3.244 3.547 1.545  0.014
C -2.686 3.982 0.197  0.019
N -1.238 3.779 0.121  0.242
C -0.588 2.664 -0.219  0.132
S -1.530 1.359 -0.953  0.013
N 0.744 2.745 -0.120  0.204
N 1.473 1.701 -0.352  0.443
C 2.887 1.992 -0.308  0.424
C 3.404 3.244 -0.918  0.060
C 3.706 0.984 0.224  0.053
C 5.106 1.124 0.338  0.124
C 5.851 0.087 0.849  0.009
C 5.223 -1.094 1.239  0.142
C 3.850 -1.191 1.094  0.023
N 3.110 -0.193 0.615  0.164
H -4.313 3.753 1.583  0.001
H -2.763 4.084 2.363  0.000
H -3.097 2.476 1.693  0.000
H -2.859 5.042 0.018  0.002
H -3.159 3.431 -0.611  0.003
H -0.635 4.527 0.443  0.004
H 2.583 3.877 -1.241  -0.001
H 4.034 3.023 -1.784  0.019
H 4.009 3.813 -0.209  0.015
H 5.579 2.042 0.024  0.008
H 6.924 0.188 0.941  -0.002
H 5.782 -1.932 1.627  0.007
H 3.323 -2.102 1.346  0.000
C -4.264 -2.839 -0.714  0.000
N -3.814 -1.677 -1.457  0.002
C -4.478 -0.467 -1.024  0.000
C -2.373 -1.555 -1.548  0.001
C -1.670 -1.277 -0.229  0.017
C -1.385 -2.349 0.618  0.015
C -0.697 -2.193 1.808  0.016
C -0.306 -0.921 2.208  0.018
C -0.619 0.186 1.414  0.003
C -1.268 0.003 0.177  0.015
H -5.334 -2.967 -0.874  0.000
H -4.095 -2.757 0.371  0.000
H -3.756 -3.731 -1.083  0.000
H -5.556 -0.612 -1.083  0.000
H -4.215 0.359 -1.687  0.000
H -4.237 -0.182 0.016  0.000
H -2.139 -0.772 -2.275  0.000
H -1.971 -2.488 -1.947  0.000
H -1.651 -3.344 0.287  0.000
H -0.444 -3.057 2.406  0.000
H 0.216 -0.770 3.144  0.000
H -0.374 1.179 1.771  0.002
F 0.996 -1.776 -1.056  0.044
Sb 1.730 -3.613 -1.471  0.002
F 3.402 -2.795 -1.206  0.000
F 1.608 -3.799 0.408  0.000
F 2.399 -5.316 -1.768  0.000
F -0.083 -4.101 -1.599  0.002
F 1.716 -3.064 -3.253  0.001

Its frontier orbital gap (spin up / spin down) is 0.2735 / 0.2016 hartree. As for the charge: +1. The spin multiplicity is 6. For the highest occupied orbital energy (spin up / spin down), the calculation gives -10.33 / -11.16 eV.

---

The structure with the greatest stability is two).